Entry from OMol25: a molecular structure, C3H7N at a distorted geometry (ωB97M-V/def2-TZVPD).

Element x y z (Å)
C: 0.56 0.75 -0.49
C: -0.83 -0.02 -0.59
C: 0.67 -0.13 0.76
H: 0.66 1.85 -0.43
H: 1.23 0.32 -1.32
H: -1.09 -0.23 -1.66
H: -1.70 0.53 -0.18
H: -1.09 -1.69 0.74
H: 0.29 0.36 1.72
H: 1.66 -0.61 1.25
N: -0.35 -1.13 0.20

Values from the calculation:
Spin multiplicity: 1
HOMO in eV: -8.69
Kohn-Sham gap in eV: 9.94

---

Entry from OMol25: C3H7N in the gas phase at a distorted geometry (ωB97M-V/def2-TZVPD).

Element x y z (Å)
C: -1.45 0.33 0.23
C: -0.59 -0.70 -0.06
C: 0.90 -0.54 -0.41
N: 1.43 0.74 0.20
H: -2.47 0.13 0.57
H: -1.15 1.32 0.12
H: -1.04 -1.80 0.01
H: 1.39 -1.49 -0.08
H: 1.05 -0.38 -1.42
H: 1.11 0.91 1.13
H: 0.82 1.47 -0.30

Values from the calculation:
Spin multiplicity: 1
HOMO in eV: -9.38
Kohn-Sham gap in eV: 10.52
SMILES: C=CCN

---

Entry from OMol25: a molecular structure, C3H7N at a distorted geometry (ωB97M-V/def2-TZVPD).

Element x y z (Å)
C: -1.34 0.53 -0.59
C: -0.57 -0.51 0.19
N: 0.42 -0.04 0.96
C: 1.40 -0.10 -0.23
H: -2.40 0.56 -0.33
H: -1.12 0.62 -1.62
H: -0.90 -1.59 0.27
H: -0.99 1.52 -0.28
H: 1.66 -1.17 -0.28
H: 1.14 0.43 -1.15
H: 2.30 0.35 0.20

Values from the calculation:
<S²>: 0.756
Charge: +1
Spin multiplicity: 2
HOMO (spin up / spin down) in eV: -16.68 / -17.90
Kohn-Sham gap (spin up / spin down) in eV: 10.08 / 10.76